DFT (ωB97M-V/def2-TZVPD) results for a gas-phase ion, C3FO2 (charge -1).

Values from the calculation:
**Energy above the lowest of the compared OMol25 structures with the same formula, charge and spin**: 4.252 eV
**Calculated total energy**: -364.483675 a.u.
**Highest occupied orbital energy**: -3.8 eV
**Charge**: -1
**LUMO**: 4.71 eV
**Gap between HOMO and LUMO**: 8.50 eV

```
6
C3FO2, DFT ωB97M-V/def2-TZVPD
C 1.1006 1.3606 0.2591
C -1.2337 -0.3697 -0.3089
C 0.0062 0.5390 -0.2449
O -0.0908 -0.3062 -1.2832
O 1.2127 0.2424 0.9046
F -0.9950 -1.4661 0.6732
```

Charges obtained by Mulliken population analysis, quoted in units of e: number 1, C, carries -0.634; number 2, C, carries -0.613; number 3, C, carries 0.997; number 4, O, carries -0.260; number 5, O, carries -0.249; number 6, F, carries -0.240